This record from the OMol25 dataset describes the ion C22H32N3 with charge +1 at a distorted geometry. The level of theory is ωB97M-V/def2-TZVPD.

XYZ file:
```
57
Properties=species:S:1:pos:R:3:forces:R:3
C 3.47751 1.40599 5.29314 0.0 0.0 -0.2
N 2.33141 0.54696 5.45979 0.2 -1.0 -0.2
C 1.55014 0.77744 6.64229 -0.5 0.2 0.1
C 1.91887 -0.32603 4.48380 -0.2 -0.2 -0.1
C 2.84571 -0.93063 3.61362 -0.4 -0.6 -1.2
C 2.42125 -1.72734 2.53890 -0.1 0.8 0.6
C 1.05149 -1.83019 2.20944 1.0 -1.0 -0.3
C 0.71576 -2.55621 0.87931 -0.4 -0.7 0.9
C -0.81203 -2.74718 0.71091 0.7 0.1 0.5
C -1.37447 -4.03590 0.61940 -0.6 0.6 -0.5
C -2.74460 -4.19901 0.36553 0.7 0.1 0.0
C -3.57723 -3.07426 0.15379 0.0 -0.1 -0.2
N -4.85460 -3.18843 -0.35445 -0.1 0.2 0.0
C -5.70631 -4.33014 -0.07248 0.0 -0.2 0.4
C -5.55902 -2.00814 -0.85389 0.1 0.0 0.2
C -3.03102 -1.80633 0.41051 0.6 0.5 0.2
C -1.68209 -1.64517 0.76282 -0.3 -0.1 -0.8
C 0.14871 -1.45286 3.21497 -0.2 0.5 0.1
C 0.57005 -0.72867 4.33659 0.0 0.2 0.0
H 4.16376 1.05295 4.51923 -0.2 0.1 0.3
H 3.13220 2.39887 5.01226 0.1 0.3 -0.1
H 4.00156 1.49529 6.24167 0.2 -0.1 0.0
H 1.14728 -0.14366 7.08738 0.2 0.1 -0.2
H 2.19428 1.26840 7.36997 -0.1 -0.1 0.1
H 0.71106 1.44437 6.42711 -0.2 0.1 0.2
H 3.90056 -0.76166 3.73309 0.2 -0.2 0.2
H 3.16648 -2.29532 1.96360 -0.3 0.5 0.4
H 1.23756 -3.53946 0.82268 -0.4 0.5 0.2
H -0.73465 -4.91227 0.69939 -0.1 0.1 -0.1
H -3.12455 -5.20425 0.19981 0.1 0.2 0.2
H -5.10923 -5.23697 0.10039 -0.3 0.4 -0.2
H -6.34524 -4.16926 0.82381 0.3 0.0 -0.4
H -6.35843 -4.47870 -0.93417 0.0 -0.2 0.1
H -4.95551 -1.48225 -1.60738 -0.1 -0.2 0.2
H -6.48854 -2.34262 -1.33336 0.3 0.1 0.2
H -5.81800 -1.28058 -0.06408 0.0 -0.3 -0.1
H -3.65383 -0.91863 0.29193 0.2 -0.3 0.3
H -1.33315 -0.63656 1.05008 -0.1 -0.6 -0.4
H -0.92472 -1.67501 3.16157 0.6 0.1 -0.2
H -0.16566 -0.36879 5.06745 0.3 -0.3 -0.4
C 3.00901 0.04744 -0.31104 0.3 0.0 0.7
C 2.86414 -1.45442 -0.53895 -0.4 0.3 -0.8
C 3.21087 -1.79689 -2.01755 0.4 -0.3 0.1
C 2.11122 -2.73197 -2.51433 -0.1 -0.6 0.1
C 0.85388 -2.35033 -1.72836 0.1 1.0 -0.3
N 1.31989 -1.80235 -0.37498 -0.3 0.9 0.0
H 4.06764 0.35568 -0.36734 -0.4 -0.2 -0.1
H 2.46060 0.61888 -1.07329 0.1 -0.2 0.2
H 2.65211 0.31514 0.69179 0.1 0.1 -0.2
H 3.46347 -2.05787 0.15220 -0.5 0.2 -0.3
H 3.29343 -0.90206 -2.66205 -0.3 -0.2 0.5
H 4.20129 -2.28572 -2.07977 -0.5 0.2 0.1
H 1.94782 -2.62971 -3.59420 -0.1 0.0 0.3
H 2.37201 -3.78856 -2.33574 -0.1 0.4 0.0
H 0.36863 -1.48153 -2.22100 0.1 -0.7 0.2
H 0.12906 -3.14823 -1.58560 0.1 0.1 0.1
H 0.88382 -0.86886 -0.27421 0.2 -0.6 -0.1
```
Positions in Å, forces in eV/Å.

Charge = +1
LUMO = -0.0748 hartree
Frontier orbital gap = 0.295 Ha
ΔE to the lowest compared entry with this formula, charge and spin = 185.1 kJ/mol
SMILES = C[C@@H]1CCC[N@H+]1C(c1ccc(N(C)C)cc1)c1ccc(N(C)C)cc1
F_max = 1.45 eV/Å
Total energy = -1021.5148 a.u.